{"formula": "C5H12N", "method": "ωB97M-V/def2-TZVPD", "max_force_ev_per_a": 4.35, "de_lowest_kj_mol": 384.2, "spin_multiplicity": 1, "total_charge": 1, "e_lumo_ev": -3.67, "homo_lumo_gap_ev": 10.0, "species": ["C", "C", "C", "C", "C", "N", "H", "H", "H", "H", "H", "H", "H", "H", "H", "H", "H", "H"], "xyz": [[1.589, -0.124, 0.147], [0.726, 0.685, -0.450], [3.086, 0.055, 0.131], [-1.492, -1.357, -0.180], [-1.300, 0.135, -0.490], [-2.095, 0.944, 0.520], [1.211, -1.013, 0.619], [0.843, 1.497, -1.196], [3.407, 0.338, -0.894], [3.688, -0.736, 0.475], [3.398, 0.962, 0.839], [-2.374, -1.826, -0.547], [-0.813, -1.843, -0.731], [-1.540, -1.489, 0.954], [-1.601, 0.471, -1.520], [-1.989, 0.393, 1.462], [-3.128, 0.956, 0.353], [-1.616, 1.951, 0.509]], "mulliken_charge": [0.127, -0.361, -1.132, -1.428, -0.117, -0.397, 0.321, 0.354, 0.297, 0.353, 0.263, 0.389, 0.382, 0.430, 0.357, 0.392, 0.360, 0.410]}